Record 1
Below is a structure of composition C14H11Br2NO6Pd, with properties calculated with ωB97M-V with the def2-TZVPD basis set.

XYZ file:
```
35
Properties=species:S:1:pos:R:3:mulliken_spin:R:1
Pd -0.7127 0.6137 0.5261 1.59
O -4.8303 1.7094 1.5015 0.00
C -3.7810 1.0256 1.1532 0.00
O -2.6422 1.4764 1.1744 0.03
C -4.1674 -0.3680 0.7320 0.00
O -2.9988 -1.0847 0.3487 0.16
C -2.7469 -2.2559 0.9425 0.37
C -1.3967 -1.9578 2.2245 0.02
O -1.6635 -2.6747 3.1213 0.33
O -0.5689 -1.1522 1.7973 0.18
H -4.6033 2.6207 1.7659 0.00
H -4.7038 -0.8542 1.5469 0.00
H -4.8313 -0.2993 -0.1285 0.01
H -3.5567 -2.7046 1.5077 0.01
H -2.1558 -2.9230 0.3191 0.02
C 2.0481 0.9183 2.4439 0.03
C 2.3689 0.7002 1.0003 -0.05
C 3.7010 0.5928 0.5655 0.01
C 3.9889 0.4086 -0.7594 0.03
C 2.9424 0.3164 -1.6942 0.00
C 3.1014 0.1429 -3.1159 0.23
Br 4.7901 0.0117 -3.8472 0.09
C 2.0032 0.0684 -3.9645 -0.06
C 0.7178 0.1431 -3.4709 0.16
Br -0.7445 0.0408 -4.5976 0.05
C 0.4890 0.2936 -2.0663 0.18
O -0.6742 0.3340 -1.5699 0.39
C 1.6514 0.4035 -1.1999 0.10
N 1.3849 0.6002 0.1090 0.11
H 2.7673 1.5987 2.8960 0.00
H 2.0988 -0.0270 2.9880 0.00
H 1.0552 1.3373 2.5765 -0.01
H 4.4979 0.6657 1.2936 0.00
H 5.0161 0.3340 -1.0916 0.01
H 2.1556 -0.0548 -5.0280 0.00
```

## Properties
HOMO-LUMO gap (spin up / spin down) in eV: 7.816 / 6.237
Total charge: +2
F_max in eV Å⁻¹: 0.49
<S²>: 6.037
E in eV: -172017.8660
2S+1: 5
E_HOMO (spin up / spin down) in eV: -14.72 / -15.58

Record 2
Below is a cluster of 10 separate species, C57H143N9O19 in total, with properties calculated with ωB97M-V with the def2-TZVPD basis set.

XYZ file:
```
228
Properties=species:S:1:pos:R:3:mulliken_charge:R:1
C -4.7465 2.5188 -0.6674 0.44
O -4.2893 2.1763 -1.9637 -0.71
C -3.0263 1.5589 -1.9459 1.92
C -2.7233 0.7098 -3.1733 -1.18
N -2.0131 1.4678 -4.1995 0.25
C -2.1069 0.8044 -5.5052 -0.82
C -1.5936 1.6807 -6.6194 -0.67
O -2.1815 2.9775 -6.5590 -0.29
C -1.6449 3.8093 -7.5492 -0.89
H -4.0162 3.2238 -0.2418 -0.65
H -4.8522 1.6590 -0.0005 -0.26
H -5.6859 3.0610 -0.7605 0.59
H -2.9644 0.8289 -1.1267 0.02
H -2.2659 2.3400 -1.8116 -0.73
H -3.5764 0.1383 -3.5598 0.36
H -2.0484 -0.0860 -2.8391 0.14
H -2.4373 2.3807 -4.3277 0.09
H -3.1703 0.5968 -5.6999 0.44
H -1.5878 -0.1547 -5.4801 0.30
H -1.8091 1.2496 -7.6025 0.51
H -0.5047 1.7925 -6.5574 0.35
H -1.8983 4.8401 -7.2927 0.26
H -2.1590 3.7115 -8.5180 0.33
H -0.5819 3.7064 -7.7731 0.35
C -5.7897 -5.7572 -0.6173 -0.83
O -6.2561 -4.5744 -1.2026 -0.40
C -5.2151 -3.8502 -1.8125 -0.10
C -5.7872 -2.6989 -2.5914 -0.98
N -6.1273 -1.5878 -1.6987 0.64
C -6.5552 -0.3864 -2.4246 0.02
C -7.4303 0.4525 -1.4954 -0.58
O -8.5972 -0.2364 -1.1184 -0.34
C -9.3850 -0.7425 -2.1590 -0.67
H -6.5300 -6.3899 -0.1205 0.26
H -5.0429 -5.5212 0.1523 0.26
H -5.3680 -6.4669 -1.3426 0.38
H -4.5785 -4.4365 -2.4945 0.58
H -4.4593 -3.5119 -1.0920 -0.05
H -6.6702 -2.9787 -3.1816 0.37
H -4.9925 -2.4000 -3.2849 0.40
H -6.9681 -1.9026 -1.2130 -0.17
H -7.0615 -0.7089 -3.3490 0.37
H -5.6926 0.1698 -2.7902 -0.47
H -7.7342 1.3952 -1.9691 0.43
H -6.8477 0.7630 -0.6325 0.02
H -9.7321 0.0943 -2.7720 0.33
H -10.2673 -1.2414 -1.7584 0.27
H -8.9296 -1.5143 -2.7868 0.23
C 10.5227 2.1017 -4.1726 -0.79
O 9.2710 1.6089 -3.7238 -0.21
C 9.0996 0.2246 -3.8745 -0.96
C 8.2811 -0.3309 -2.7265 0.48
N 9.0728 -0.5168 -1.5058 -0.53
C 8.1748 -0.8383 -0.3672 -0.62
C 7.4930 -2.2013 -0.3654 -0.48
O 6.4955 -2.3669 -1.3676 -0.54
C 5.3599 -1.5788 -1.0934 0.04
H 10.6529 3.1249 -3.8317 0.21
H 10.5343 2.1235 -5.2727 0.30
H 11.3100 1.4095 -3.8616 0.35
H 10.0190 -0.3607 -4.0357 0.45
H 8.6437 -0.0100 -4.8545 0.39
H 7.7287 -1.2118 -3.0542 0.41
H 7.4156 0.3372 -2.5712 -0.39
H 9.4033 0.4201 -1.2870 0.27
H 7.5786 0.0342 -0.0778 0.30
H 8.8866 -0.9174 0.4688 0.48
H 7.0508 -2.3885 0.6229 0.20
H 8.2048 -3.0181 -0.4856 0.42
H 4.8853 -1.8526 -0.1444 -0.29
H 4.6944 -1.6632 -1.9491 0.47
H 5.5684 -0.5078 -0.9851 0.07
C 0.7932 0.4982 -1.9819 -0.10
O 1.7719 -0.0696 -1.1624 -0.35
C 2.1046 0.6686 -0.0073 -0.04
C 1.2438 0.3349 1.1833 0.75
N 1.5041 -1.0793 1.4950 0.83
C 0.5091 -1.6828 2.3539 -1.65
C -0.8454 -1.8327 1.6264 0.06
O -0.7964 -2.2899 0.2840 -0.44
C -1.8660 -1.8379 -0.4804 0.16
H 1.1005 1.3321 -2.6228 -0.20
H -0.0523 0.8914 -1.3998 -0.18
H 0.3499 -0.2325 -2.6587 0.34
H 2.1018 1.7549 -0.1890 -0.04
H 3.1617 0.4378 0.1576 -0.18
H 0.2035 0.5699 0.9049 -0.54
H 1.4894 0.9839 2.0289 0.09
H 1.4991 -1.5315 0.5848 0.32
H 0.3089 -1.1515 3.2833 0.35
H 0.7081 -2.7214 2.6284 -0.58
H -1.3138 -0.8437 1.6935 -0.39
H -1.4705 -2.5699 2.1417 1.32
H -2.8533 -2.1682 -0.1384 -0.47
H -1.8419 -2.2409 -1.5005 0.52
H -1.7996 -0.7570 -0.6325 -0.39
C -2.6758 5.9832 -4.1341 -0.45
O -1.2965 5.8972 -3.8269 -0.63
C -0.9080 4.5567 -3.6578 1.79
C 0.5875 4.2915 -3.7848 -0.75
N 1.4002 5.1795 -2.9757 -0.03
C 2.8345 5.0143 -3.2847 -1.13
C 3.3385 3.8598 -2.4131 0.67
O 4.7492 3.9027 -2.4831 -0.47
C 5.4682 2.7979 -1.9374 -0.54
H -3.3064 5.5703 -3.3373 0.08
H -2.9244 5.5925 -5.1234 0.11
H -2.8706 7.0614 -4.0944 0.35
H -1.3033 3.9344 -4.4646 -0.42
H -1.1692 4.0877 -2.7017 -0.65
H 0.8090 4.3185 -4.8700 0.52
H 0.7891 3.2510 -3.5119 -0.22
H 1.0527 6.1191 -3.1392 0.31
H 3.4067 5.8797 -2.9366 0.39
H 3.0383 5.0117 -4.3590 0.37
H 2.9864 2.8842 -2.7799 0.07
H 2.9349 3.9544 -1.4000 -0.17
H 5.3403 2.7862 -0.8505 0.04
H 6.5020 3.0993 -2.1061 0.37
H 5.1999 1.8593 -2.4241 0.34
C 6.1155 5.0561 1.3983 -0.67
O 5.8166 3.9390 2.1889 -0.42
C 4.4120 3.7250 2.2388 0.27
C 4.0560 2.5384 3.1028 -0.64
N 4.7235 1.3323 2.6346 0.14
C 4.2222 0.1844 3.3273 0.13
C 5.1449 -1.0076 3.1336 -0.27
O 4.9226 -2.1289 3.9588 -0.55
C 3.9474 -3.0012 3.4491 -0.06
H 7.1860 5.1036 1.2284 0.29
H 5.7190 6.0043 1.7915 0.33
H 5.5953 5.0394 0.4259 0.20
H 4.0707 3.5179 1.2195 -0.53
H 3.9463 4.6452 2.6088 0.57
H 2.9722 2.4619 2.9683 0.08
H 4.2566 2.6642 4.1729 0.50
H 5.7239 1.4609 2.7115 0.27
H 3.2155 -0.1442 3.0382 -0.43
H 4.0960 0.2827 4.4226 0.30
H 6.1824 -0.7515 3.3823 0.41
H 5.1411 -1.2484 2.0611 -0.02
H 2.9422 -2.6800 3.7557 -0.08
H 3.9737 -3.9391 4.0168 0.37
H 3.9629 -3.2927 2.4024 -0.12
C -3.0148 1.8624 2.3643 -0.37
O -3.7075 0.6701 2.0198 0.14
C -4.1875 -0.0705 3.1204 -0.84
C -4.4065 -1.4941 2.6179 1.88
N -5.2491 -2.3747 3.4126 -0.36
C -5.3773 -3.6860 2.7441 0.00
C -6.7487 -4.3014 2.9148 -0.72
O -7.8630 -3.5422 2.5134 -0.48
C -7.7416 -2.9553 1.2395 0.01
H -2.2167 1.7017 3.0939 0.45
H -3.7840 2.5390 2.7626 0.44
H -2.6755 2.3177 1.4358 -0.56
H -5.0717 0.3323 3.6378 0.42
H -3.4022 -0.0243 3.8873 0.33
H -3.3806 -1.8670 2.7088 -1.23
H -4.6452 -1.4558 1.5470 -0.44
H -6.1034 -1.8628 3.6103 0.40
H -4.6569 -4.2745 3.3176 0.36
H -5.0690 -3.6131 1.6984 -0.22
H -6.9328 -4.7093 3.9078 0.37
H -6.7873 -5.2084 2.2862 0.30
H -8.6537 -2.4407 0.9586 0.29
H -7.3992 -3.7046 0.5132 0.15
H -6.9071 -2.2378 1.1816 -0.07
C 1.0075 4.1901 1.6289 -0.06
O 0.0184 5.0042 1.0717 -0.58
C -0.7010 4.3333 0.0299 1.16
C -1.9283 5.1351 -0.2830 -0.55
N -2.7481 5.2788 0.9019 0.13
C -3.8512 6.2131 0.8949 -0.75
C -4.9464 5.9091 1.8829 -0.49
O -4.6236 6.0784 3.2589 -0.35
C -4.2486 7.3751 3.6347 -0.74
H 1.3866 4.7253 2.5000 0.32
H 1.8722 4.0830 0.9610 -0.01
H 0.6532 3.1916 1.9049 -0.02
H -1.0056 3.3265 0.3523 -0.62
H 0.0402 4.1880 -0.7610 0.12
H -2.5495 4.5229 -0.9472 -0.17
H -1.6652 6.1302 -0.6630 0.45
H -2.2765 5.2230 1.7912 0.29
H -4.3350 6.0788 -0.0834 0.23
H -3.5002 7.2538 0.8610 0.55
H -5.2093 4.8579 1.7970 0.06
H -5.7918 6.5692 1.6681 0.47
H -3.4360 7.7669 3.0123 0.29
H -3.7950 7.3027 4.6257 0.27
H -5.0842 8.0776 3.7006 0.28
C 0.0870 -5.4441 -0.3630 -0.36
O 1.3276 -5.8331 0.2077 -0.45
C 2.2166 -4.7759 0.4624 0.41
C 3.5846 -5.3706 0.7254 -1.25
N 3.6846 -6.1520 1.9660 -0.16
C 4.8898 -6.9648 1.9279 -0.56
C 4.8890 -8.0736 2.9581 -0.69
O 4.1415 -9.1766 2.5045 -0.28
C 4.1333 -10.2026 3.4575 -0.76
H -0.5024 -6.3575 -0.3967 0.36
H 0.2832 -4.9107 -1.2982 0.24
H -0.4279 -4.7527 0.3156 0.02
H 1.9286 -4.2028 1.3497 -0.35
H 2.3000 -4.0997 -0.3935 0.39
H 4.2876 -4.5347 0.7230 0.16
H 3.8291 -6.0500 -0.1016 0.75
H 2.8239 -6.6730 2.0773 0.28
H 5.7672 -6.3115 1.9210 0.37
H 5.0278 -7.4509 0.9451 0.31
H 4.5152 -7.7282 3.9297 0.37
H 5.9430 -8.3171 3.1518 0.45
H 3.5764 -11.0425 3.0369 0.25
H 3.7060 -9.8695 4.4096 0.31
H 5.1166 -10.6529 3.6616 0.30
C -1.8467 -2.0387 6.7131 -1.49
C -1.5406 -2.6127 5.3345 1.95
C -0.3198 -3.4922 5.3054 -1.65
O -2.6339 -3.4483 4.9102 -0.59
H -2.1589 -2.7567 7.4719 0.34
H -2.7078 -1.3737 6.5816 0.37
H -1.0524 -1.4468 7.1709 0.42
H -1.4536 -1.8275 4.5803 -0.72
H 0.5782 -2.9495 5.6057 0.33
H -0.2416 -3.9556 4.3219 0.28
H -0.3694 -4.3060 6.0336 0.49
H -3.4678 -2.9593 4.9698 0.29
```

## Properties
Energy above the lowest of the compared OMol25 structures with the same formula, charge and spin in kcal/mol: 46.7
SMILES: COCCNCCOC.COCCNCCOC.COCCNCCOC.COCCNCCOC.COCCNCCOC.COCCNCCOC.COCCNCCOC.COCCNCCOC.COCCNCCOC.CC(C)O
HOMO-LUMO gap in eV: 9.077
F_max in eV Å⁻¹: 2.52
E in eV: -113727.6374
E_HOMO in eV: -8.53

Record 3
Below is a structure of composition C20H21N3O4S, with properties calculated with ωB97M-V with the def2-TZVPD basis set.

XYZ file:
```
49
Properties=species:S:1:pos:R:3:mulliken_charge:R:1
O 0.6636 3.5278 1.8203 -0.77
S 0.9379 2.2151 2.0665 1.39
O 1.6587 1.8926 3.1902 -0.78
N 1.8796 1.6959 0.7297 0.09
C 2.7697 0.8053 1.0656 -0.79
C 3.8883 0.3798 -0.0287 -1.32
H 4.8100 1.0054 0.1534 0.35
H 4.1833 -0.6126 -0.1668 0.57
C 3.1857 0.6421 -1.5699 -0.29
C 2.0085 -0.3780 -1.6573 0.05
N 2.2380 -1.5812 -2.5869 -0.80
C 1.0238 -2.0637 -2.4900 0.13
C 0.4064 -3.0859 -2.8722 -0.10
C -0.7831 -3.7879 -2.6592 -0.79
C -1.6371 -2.8818 -1.8220 -0.87
C -1.0780 -1.8519 -1.0508 0.33
C 0.0575 -1.3159 -1.3039 0.11
N 0.8901 -0.2988 -0.9814 0.31
H 0.4824 0.3792 -0.5380 0.06
H -1.7287 -1.3609 -0.4222 0.29
H -2.5790 -3.2780 -1.5890 0.42
H -0.9961 -4.7372 -3.0393 0.48
H 1.1633 -3.9427 -3.6487 0.02
C 2.7897 1.9077 -1.5024 -0.49
C 2.4526 2.7104 -0.4762 -0.65
H 3.3797 3.0015 0.1724 0.32
H 1.7603 3.6178 -0.0788 0.41
H 1.7046 1.9685 -2.2557 0.15
H 3.4930 2.6107 -2.0420 0.15
H 3.8747 0.3420 -2.1892 0.86
H 3.4136 0.7894 1.8378 0.80
H 2.2525 -0.1874 1.1677 0.30
C -0.3782 1.1573 1.9637 -0.16
C -1.4184 1.7142 1.2531 -0.13
C -2.5374 0.8778 1.1516 0.56
C -2.6323 -0.5275 1.7447 0.53
C -1.6237 -0.6507 2.5168 -0.39
C -0.3233 -0.1668 2.8568 -1.62
H 0.4612 -0.2854 3.2840 1.13
H -1.4747 -1.7843 3.1520 0.04
O -3.7950 -1.2126 2.0470 -0.26
C -4.6837 -0.6562 1.4351 -0.52
C -4.4463 0.2668 0.0826 -0.39
H -5.3754 0.8249 -0.2680 0.39
O -3.4894 1.2709 0.1842 -0.40
H -4.3082 -0.4982 -0.6293 0.28
H -5.7188 -1.2572 1.2884 0.33
H -5.4219 0.2667 2.2091 0.21
H -1.4002 2.5331 0.4951 0.41
```

## Properties
Energy above the lowest of the compared OMol25 structures with the same formula, charge and spin in kcal/mol: 517.0
HOMO-LUMO gap in eV: 6.997
F_max in eV Å⁻¹: 19.90
E in eV: -44556.2962
E_HOMO in eV: -7.68

Record 4
Below is a cluster of 2 separate species, C4H11NO in total, with properties calculated with ωB97M-V with the def2-TZVPD basis set.

XYZ file:
```
17
Properties=species:S:1:pos:R:3:mulliken_spin:R:1
C 1.3982 -0.1416 2.2395 0.00
C 1.7182 -0.6196 0.9012 0.00
H 1.0607 -0.9989 2.8924 0.00
H 2.2841 0.3648 2.7365 0.00
H 0.6127 0.5194 2.1958 0.00
H 2.8090 -1.0026 0.8735 0.00
H 1.8933 0.1268 0.2753 0.00
H 1.1567 -1.5117 0.5761 0.00
C -1.1722 0.6638 -0.2993 0.17
C -1.1918 0.6272 -1.9315 -0.03
O -0.4594 1.3778 -2.4772 0.73
N -2.1985 -0.1122 -2.6466 0.11
H -1.7980 1.4466 0.0160 0.00
H -0.2516 0.8186 0.2229 0.00
H -1.7342 -0.4331 -3.4384 0.00
H -2.6972 -0.7656 -2.1110 0.00
H -1.4300 -0.3600 -0.0250 0.02
```

## Properties
Energy above the lowest of the compared OMol25 structures with the same formula, charge and spin in kcal/mol: 72.5
HOMO-LUMO gap (spin up / spin down) in eV: 9.689 / 4.843
Total charge: +1
F_max in eV Å⁻¹: 5.86
<S²>: 0.757
E in eV: -7853.1987
2S+1: 2
E_HOMO (spin up / spin down) in eV: -14.54 / -14.54